Entry from the OMol25 dataset: a structure of composition C19H14AsBr2F6IN2O2PdS at a distorted geometry (ωB97M-V with the def2-TZVPD basis set).

Summary:
E_LUMO (spin up / spin down) = -4.3 / -8.8 eV
Expectation value of S² = 3.771
Net charge = +1
Multiplicity = 4
Gap between HOMO and LUMO (spin up / spin down) = 6.71 / 2.24 eV

```
49
C19H14AsBr2F6IN2O2PdS, DFT ωB97M-V with the def2-TZVPD basis set
Pd -1.306 -0.804 -0.036
N 3.378 -1.232 5.219
C 2.176 -1.843 5.051
S 1.428 -2.722 6.177
C 1.476 -1.617 3.736
C 1.813 -0.672 2.745
C 1.200 -0.680 1.452
N 0.047 -1.375 1.247
C -0.301 -2.295 2.138
C 0.332 -2.411 3.388
H 3.839 -1.196 6.131
H 3.731 -0.637 4.508
H 2.658 -0.023 2.825
H 1.632 -0.152 0.583
H -1.080 -2.950 1.743
H -0.034 -3.246 4.021
Br -2.728 7.509 0.484
C -2.554 5.651 0.345
C -1.686 4.986 1.272
C -1.456 3.623 1.094
C -2.072 2.998 0.018
C -2.975 3.610 -0.830
C -3.272 4.963 -0.636
C -1.804 1.581 -0.240
O -0.882 1.104 0.493
O -2.436 0.809 -1.090
H -1.177 5.570 2.025
H -0.723 3.019 1.698
H -3.450 3.013 -1.633
H -3.950 5.485 -1.320
F -1.954 -2.830 -0.313
As -3.806 -3.199 -0.010
F -3.708 -4.336 -1.340
F -4.237 -1.908 -1.146
F -3.756 -2.081 1.368
F -5.489 -3.639 0.323
F -3.141 -4.494 0.995
Br 2.190 -3.649 -4.705
C 2.688 -1.873 -4.487
C 3.935 -1.466 -5.033
C 4.368 -0.157 -4.865
C 3.571 0.739 -4.200
C 2.299 0.342 -3.735
C 1.792 -0.921 -3.974
I -0.159 -1.359 -3.489
H 4.471 -2.158 -5.618
H 5.335 0.141 -5.284
H 4.031 1.676 -3.947
H 1.748 1.107 -3.146
```

Entry from the OMol25 dataset: the molecule C5H9NO2S at a distorted geometry (ωB97M-V with the def2-TZVPD basis set).

Summary:
Structure (SMILES) = N[C@H]1[C@@H]2CCS(=O)(=O)[C@H]12
E_LUMO = 0.8 eV
Gap between HOMO and LUMO = 10.39 eV
Energy above the lowest of the compared OMol25 structures with the same formula, charge and spin = 73.9 kcal/mol

```
18
C5H9NO2S, DFT ωB97M-V with the def2-TZVPD basis set
N 2.017 1.734 -0.177
C 0.890 0.858 -0.201
C 0.880 -0.425 0.612
C 0.132 -1.679 0.069
C -1.000 -1.200 -0.836
S -1.744 0.185 -0.008
O -2.535 -0.381 1.043
O -2.417 1.079 -0.897
C -0.272 0.975 0.764
H 1.802 2.608 -0.568
H 2.334 1.903 0.877
H 0.577 0.820 -1.211
H 1.713 -0.392 1.299
H -0.340 -2.401 0.842
H 0.775 -2.455 -0.406
H -0.653 -0.798 -1.792
H -1.732 -2.007 -1.059
H -0.426 1.575 1.649
```

Entry from the OMol25 dataset: the molecule C4H7NO at a distorted geometry (ωB97M-V with the def2-TZVPD basis set).

Summary:
Structure (SMILES) = C=CCNC=O
E_LUMO = 0.7 eV
Gap between HOMO and LUMO = 10.61 eV
Energy above the lowest of the compared OMol25 structures with the same formula, charge and spin = 65.9 kcal/mol

```
13
C4H7NO, DFT ωB97M-V with the def2-TZVPD basis set
C -0.397 -1.782 -0.268
C 0.467 -0.981 0.387
C 1.023 0.273 -0.242
N 0.294 1.421 0.337
C -0.951 1.643 -0.056
O -1.442 1.132 -1.049
H -0.666 -1.625 -1.304
H -0.879 -2.602 0.251
H 0.897 -1.334 1.323
H 2.089 0.406 -0.043
H 0.838 0.299 -1.314
H 0.213 0.770 1.410
H -1.485 2.379 0.568
```

Entry from the OMol25 dataset: the molecule C4H8O2 (ωB97M-V with the def2-TZVPD basis set).

Summary:
Structure (SMILES) = CC[C@@H](O)C=O
E_LUMO = 0.9 eV
Gap between HOMO and LUMO = 11.31 eV
Energy above the lowest of the compared OMol25 structures with the same formula, charge and spin = 33.5 kcal/mol

```
14
C4H8O2, DFT ωB97M-V with the def2-TZVPD basis set
C -1.016 -1.016 -0.146
C -0.795 0.427 -0.637
C 0.470 0.974 0.052
O 0.203 1.292 1.389
C 1.430 -0.197 -0.010
O 1.890 -0.714 0.987
H -1.330 -1.720 -0.915
H -1.671 -1.052 0.728
H -0.077 -1.439 0.215
H -1.650 1.053 -0.369
H -0.689 0.493 -1.726
H 0.909 1.843 -0.471
H 0.751 0.689 1.920
H 1.577 -0.635 -1.017
```

Entry from the OMol25 dataset: the molecule C4H4O2 at a distorted geometry (ωB97M-V with the def2-TZVPD basis set).

Summary:
E_LUMO = -0.5 eV
Gap between HOMO and LUMO = 8.82 eV
Energy above the lowest of the compared OMol25 structures with the same formula, charge and spin = 87.4 kcal/mol

```
10
C4H4O2, DFT ωB97M-V with the def2-TZVPD basis set
O -2.171 -0.318 -0.823
C -1.118 0.387 -0.520
C -0.020 -0.425 0.035
O -0.373 -1.638 0.234
C 1.279 0.072 0.364
C 2.380 0.511 0.587
H -1.450 -1.535 -0.241
H -1.030 0.754 0.646
H -0.856 1.295 -1.072
H 3.360 0.897 0.790
```

Entry from the OMol25 dataset: the molecule C5H7NO (ωB97M-V with the def2-TZVPD basis set).

Summary:
E_LUMO (spin up / spin down) = 0.5 / 0.5 eV
Gap between HOMO and LUMO (spin up / spin down) = 7.91 / 7.83 eV
Energy above the lowest of the compared OMol25 structures with the same formula, charge and spin = 136.0 kcal/mol

```
14
C5H7NO, DFT ωB97M-V with the def2-TZVPD basis set
C -1.982 -0.122 -0.064
C -0.522 -0.135 0.284
N -0.007 -1.085 1.328
C 0.015 0.252 1.674
C 1.813 0.439 -1.036
C 0.475 0.104 -0.638
O 0.606 0.654 -1.854
H -2.272 0.861 -0.449
H -2.552 -0.322 0.845
H -2.222 -0.881 -0.815
H 0.886 -1.533 1.065
H 1.005 0.723 1.773
H 2.490 -0.322 -1.417
H 2.269 1.366 -0.696
```

Entry from the OMol25 dataset: the molecule C24H22Cl2N2O5 (ωB97M-V with the def2-TZVPD basis set).

Summary:
Structure (SMILES) = COc1cccc(C(=O)CN(C(=O)c2ccc(Cl)c(Cl)c2)N2C(=O)[C@H]3CCCC[C@H]3C2=O)c1
E_LUMO = -0.1 eV
Gap between HOMO and LUMO = 9.01 eV

```
55
C24H22Cl2N2O5, DFT ωB97M-V with the def2-TZVPD basis set
C 3.438 0.257 3.064
O 3.751 -0.712 2.084
C 3.577 -0.402 0.776
C 3.963 -1.386 -0.142
C 3.822 -1.170 -1.498
C 3.278 0.014 -1.964
C 2.866 0.992 -1.060
C 2.252 2.221 -1.618
O 2.523 2.633 -2.718
C 1.226 2.942 -0.741
N -0.021 2.201 -0.623
C -1.217 2.863 -0.708
O -1.285 4.048 -0.926
C -2.416 1.989 -0.494
C -3.113 2.073 0.706
C -4.235 1.289 0.910
C -4.670 0.426 -0.086
Cl -6.051 -0.566 0.185
C -3.986 0.361 -1.298
Cl -4.529 -0.693 -2.549
C -2.858 1.143 -1.502
N 0.025 0.870 -0.248
C 0.107 0.460 1.077
O 0.231 1.206 2.010
C -0.072 -1.039 1.071
C -1.554 -1.280 1.416
C -2.028 -2.653 0.956
C -1.864 -2.767 -0.554
C -0.387 -2.692 -0.922
C 0.287 -1.439 -0.364
C 0.028 -0.185 -1.166
O -0.110 -0.052 -2.347
C 3.034 0.789 0.311
H 4.061 1.150 2.951
H 3.660 -0.216 4.019
H 2.382 0.540 3.036
H 4.383 -2.303 0.241
H 4.136 -1.930 -2.196
H 3.149 0.196 -3.019
H 0.962 3.891 -1.215
H 1.637 3.140 0.255
H -2.773 2.744 1.478
H -4.777 1.339 1.840
H -2.331 1.085 -2.442
H 0.564 -1.527 1.812
H -2.167 -0.523 0.923
H -1.686 -1.163 2.493
H -1.452 -3.436 1.451
H -3.076 -2.775 1.230
H -2.409 -1.958 -1.043
H -2.275 -3.712 -0.909
H 0.125 -3.571 -0.526
H -0.266 -2.687 -2.006
H 1.373 -1.590 -0.424
H 2.767 1.563 1.010
```

What is the formula in the sixth record?
C5H7NO